No. 1
Computed, not measured: a structure of composition C3H4GaO3, with ωB97M-V/def2-TZVPD.

Calculated values
- Net charge: +1
- Orbital gap (spin up / spin down): 5.1 / 5.1 eV
- LUMO (spin up / spin down): -9.80 / -9.80 eV

Cartesian coordinates (Å):
O (-1.514, -0.767, -1.219)
C (-0.376, -0.567, -0.724)
O (0.617, -0.086, -1.412)
Ga (1.679, 0.662, -0.168)
O (0.757, 0.345, 1.245)
C (-0.364, -0.321, 0.776)
H (-0.542, -1.294, 1.270)
C (-1.812, 0.502, 0.929)
H (-2.369, 1.115, 0.203)
H (-2.633, -0.190, 1.169)
H (-1.501, 1.390, 1.503)



No. 2
Computed, not measured: a cluster of 2 separate species, C2H5NO3S in total, with ωB97M-V/def2-TZVPD.

Calculated values
- Orbital gap (spin up / spin down): 7.6 / 7.6 eV
- LUMO (spin up / spin down): -1.34 / -1.67 eV

Cartesian coordinates (Å):
C (0.927, -0.179, 0.809)
C (-0.418, 0.646, 0.833)
N (-1.360, -0.657, -2.807)
O (-1.042, -0.394, -1.680)
O (-2.184, -1.298, -3.303)
O (1.969, 0.821, 1.073)
S (-1.753, -0.559, 0.637)
H (1.080, -0.568, -0.257)
H (1.102, -0.838, 1.599)
H (-0.554, 1.534, 0.229)
H (-0.609, 1.102, 1.728)
H (2.842, 0.391, 1.140)



No. 3
Computed, not measured: a cluster of 19 separate species, C38H57N19 in total, with ωB97M-V/def2-TZVPD.

Calculated values
- Orbital gap: 11.4 eV
- LUMO: 0.22 eV

Cartesian coordinates (Å):
C (3.172, -1.666, 2.132)
C (1.909, -1.216, 1.473)
N (0.932, -0.878, 1.012)
H (3.037, -2.610, 2.834)
H (3.444, -0.801, 2.757)
H (4.012, -1.662, 1.491)
C (3.930, 2.354, -1.081)
C (3.786, 2.293, 0.328)
N (3.696, 2.273, 1.462)
H (3.895, 1.332, -1.440)
H (4.850, 2.801, -1.425)
H (3.134, 2.873, -1.599)
C (-3.741, -1.494, 1.697)
C (-3.947, -2.914, 1.333)
N (-3.961, -4.025, 1.084)
H (-4.443, -0.812, 1.250)
H (-2.671, -1.259, 1.587)
H (-3.861, -1.474, 2.775)
C (-4.060, 4.619, -4.758)
C (-3.958, 3.604, -5.786)
N (-3.824, 2.662, -6.473)
H (-3.502, 4.289, -3.904)
H (-5.101, 4.690, -4.564)
H (-3.600, 5.554, -5.039)
C (5.147, 1.320, -4.673)
C (6.337, 2.174, -4.835)
N (7.229, 2.876, -4.946)
H (5.239, 0.624, -3.748)
H (5.040, 0.615, -5.515)
H (4.273, 1.890, -4.657)
C (-0.059, 0.751, 5.098)
C (-1.136, 1.011, 4.086)
N (-1.954, 1.073, 3.289)
H (-0.404, 0.935, 6.160)
H (0.779, 1.460, 4.913)
H (0.359, -0.284, 5.188)
C (5.185, -2.439, -2.831)
C (4.287, -1.754, -1.892)
N (3.847, -1.107, -1.067)
H (4.823, -2.402, -3.832)
H (5.505, -3.520, -2.561)
H (6.111, -1.850, -2.892)
C (0.166, 2.566, 1.357)
C (0.351, 3.015, -0.047)
N (0.453, 3.264, -1.178)
H (0.642, 3.229, 2.072)
H (0.562, 1.519, 1.335)
H (-0.923, 2.425, 1.487)
C (-0.267, -3.745, -0.446)
C (0.220, -3.675, -1.854)
N (0.602, -3.605, -2.931)
H (0.643, -3.870, 0.118)
H (-1.076, -4.489, -0.249)
H (-0.600, -2.694, -0.308)
C (-4.802, 0.298, -3.062)
C (-5.526, -0.089, -1.861)
N (-6.094, -0.531, -0.976)
H (-4.715, 1.391, -3.009)
H (-5.424, 0.009, -3.899)
H (-3.805, -0.164, -3.120)
C (-2.684, -5.861, 3.528)
C (-1.839, -6.199, 2.360)
N (-1.091, -6.501, 1.506)
H (-3.014, -6.785, 4.070)
H (-3.631, -5.410, 3.208)
H (-2.036, -5.312, 4.174)
C (-0.699, 2.819, -4.797)
C (0.721, 2.536, -4.933)
N (1.825, 2.400, -5.216)
H (-1.182, 2.466, -5.636)
H (-0.839, 3.885, -4.673)
H (-1.060, 2.334, -3.892)
C (3.572, -3.252, 6.347)
C (2.207, -3.071, 6.024)
N (1.104, -2.852, 5.879)
H (4.202, -3.799, 5.654)
H (3.605, -3.940, 7.294)
H (3.939, -2.332, 6.773)
C (-8.929, -0.657, 0.900)
C (-7.813, -0.028, 1.567)
N (-6.946, 0.393, 2.162)
H (-8.583, -1.602, 0.479)
H (-9.281, -0.013, 0.044)
H (-9.779, -0.853, 1.583)
C (6.577, 2.162, 3.016)
C (5.871, 1.058, 3.756)
N (5.328, 0.297, 4.451)
H (6.464, 3.073, 3.666)
H (6.121, 2.429, 2.036)
H (7.661, 2.028, 2.926)
C (-0.500, 6.456, -1.719)
C (-0.544, 6.502, -3.193)
N (-0.712, 6.455, -4.334)
H (-1.170, 5.702, -1.328)
H (-0.738, 7.394, -1.298)
H (0.523, 6.168, -1.449)
C (0.469, -0.260, -2.349)
C (-0.926, 0.231, -2.100)
N (-1.938, 0.733, -1.811)
H (1.016, 0.582, -2.778)
H (0.389, -1.057, -3.097)
H (0.821, -0.514, -1.357)
C (2.409, -7.161, 1.930)
C (2.748, -5.903, 2.466)
N (3.009, -4.883, 2.921)
H (1.298, -7.302, 1.709)
H (2.618, -7.987, 2.667)
H (2.964, -7.281, 1.021)
C (-4.609, 2.597, 0.561)
C (-3.751, 3.740, 0.849)
N (-2.974, 4.528, 1.126)
H (-3.977, 1.936, -0.051)
H (-5.467, 2.982, 0.029)
H (-4.893, 2.165, 1.468)



No. 4
Computed, not measured: a structure of composition C8H14O7Ti, with ωB97M-V/def2-TZVPD.

Calculated values
- Net charge: +2
- Orbital gap: 8.7 eV
- LUMO: -9.45 eV

Cartesian coordinates (Å):
Ti (0.254, 0.199, 0.165)
C (-0.714, -2.822, 0.828)
O (-0.570, -1.380, 1.079)
C (-1.427, -0.867, 2.153)
C (-0.912, 0.495, 2.590)
O (-0.735, 1.385, 1.417)
C (-1.949, 2.052, 0.890)
C (-1.891, 1.932, -0.611)
O (-1.561, 0.549, -0.892)
C (-1.761, 0.208, -2.304)
H (-0.444, -3.347, 1.741)
H (-0.018, -3.070, 0.031)
H (-1.741, -3.021, 0.532)
H (-1.358, -1.555, 2.997)
H (-2.450, -0.842, 1.777)
H (0.074, 0.450, 3.051)
H (-1.612, 0.974, 3.272)
H (-1.919, 3.087, 1.224)
H (-2.810, 1.535, 1.312)
H (-1.129, 2.577, -1.059)
H (-2.861, 2.181, -1.044)
H (-2.816, 0.334, -2.534)
H (-1.473, -0.833, -2.421)
H (-1.135, 0.851, -2.919)
O (4.104, 0.397, 0.573)
C (3.019, 0.425, 0.159)
O (1.868, 0.035, 0.892)
C (2.536, 0.881, -1.251)
O (3.161, 1.291, -2.140)
O (1.107, 0.750, -1.293)



No. 5
Computed, not measured: a cluster of 3 separate species, C3H4S in total, with ωB97M-V/def2-TZVPD.

Calculated values
- Orbital gap (spin up / spin down): 7.6 / 7.6 eV
- LUMO (spin up / spin down): -1.57 / -1.57 eV

Cartesian coordinates (Å):
C (-0.133, 1.512, -0.445)
C (-3.182, 0.522, 0.226)
C (1.067, 1.313, 0.081)
S (-1.757, 0.214, -0.190)
H (1.674, 1.927, 0.801)
H (0.584, -2.529, -0.303)
H (1.600, 0.337, 0.121)
H (0.146, -3.295, -0.292)



No. 6
Computed, not measured: an isolated molecule of C12H20N4O6, with ωB97M-V/def2-TZVPD.

Calculated values
- Structure (SMILES): CNC(=O)[C@@H](CC(N)=O)NC(=O)[C@@H](CCC(=O)O)NC(C)=O
- Orbital gap: 9.8 eV
- LUMO: 0.47 eV

Cartesian coordinates (Å):
O (2.285, 0.359, -0.215)
O (0.142, -3.736, -3.551)
O (-0.096, 3.560, 2.956)
O (-1.061, -0.302, 2.788)
O (-1.749, 0.570, -1.596)
O (-0.372, -2.675, -5.455)
C (2.115, -0.876, -0.208)
C (0.280, -2.756, -4.279)
C (0.211, 2.927, 1.944)
C (-1.653, 0.700, 2.418)
C (-0.819, 0.046, -0.991)
N (1.438, 2.457, 1.775)
N (-2.535, 1.333, 3.242)
N (-0.620, 0.356, 0.290)
N (1.156, -1.567, -0.860)
C (3.018, -1.766, 0.622)
C (-2.884, 0.915, 4.615)
C (1.226, -1.589, -3.963)
C (-0.845, 2.669, 0.906)
C (0.605, -0.516, -3.025)
C (-1.478, 1.292, 1.007)
C (0.060, -1.002, -1.662)
H (-0.894, -3.477, -5.510)
H (2.087, 2.640, 2.497)
H (1.689, 1.906, 0.963)
H (-2.965, 2.194, 2.911)
H (0.132, -0.112, 0.823)
H (1.131, -2.592, -0.739)
H (2.461, -2.196, 1.472)
H (3.378, -2.585, 0.001)
H (3.877, -1.227, 0.902)
H (-2.890, 1.705, 5.339)
H (-2.139, 0.193, 4.978)
H (-3.870, 0.469, 4.683)
H (2.117, -2.011, -3.527)
H (1.523, -1.127, -4.910)
H (-1.646, 3.421, 1.095)
H (-0.489, 2.829, -0.089)
H (1.386, 0.206, -2.825)
H (-0.261, -0.079, -3.531)
H (-2.447, 1.300, 0.549)
H (-0.600, -1.853, -1.839)



No. 7
Computed, not measured: the ion C5H13N2O with charge +1, with ωB97M-V/def2-TZVPD.

Calculated values
- Structure (SMILES): [NH3+]CCNCCC=O
- Net charge: +1
- Orbital gap: 9.2 eV
- LUMO: -3.52 eV

Cartesian coordinates (Å):
C (1.170, -0.141, 0.669)
N (-0.046, -0.222, -0.136)
C (-1.149, -0.802, 0.676)
C (-2.547, -0.572, 0.103)
C (-2.906, 0.912, 0.000)
O (-2.081, 1.788, -0.066)
C (2.233, 0.653, -0.043)
N (2.612, -0.106, -1.293)
H (1.266, -1.077, 1.233)
H (0.963, 0.462, 1.620)
H (-0.476, 0.690, -0.366)
H (-1.204, -0.347, 1.693)
H (-0.890, -1.877, 0.777)
H (-3.265, -1.096, 0.759)
H (-2.654, -1.041, -0.886)
H (-3.946, 1.205, -0.388)
H (1.724, 1.568, -0.341)
H (3.025, 0.965, 0.677)
H (2.683, -1.101, -1.070)
H (3.568, 0.140, -1.577)
H (1.920, 0.000, -2.040)



No. 8
Computed, not measured: a cluster of 2 separate species, C4H15N2O in total, with ωB97M-V/def2-TZVPD.

Calculated values
- Net charge: +1
- Orbital gap: 10.1 eV
- LUMO: -3.16 eV

Cartesian coordinates (Å):
C (2.991, 0.396, -0.822)
C (1.475, 0.451, -0.605)
C (1.172, -0.610, 0.498)
C (-0.144, -0.326, 1.241)
N (-1.282, -0.586, 0.238)
N (0.819, 0.226, -1.922)
H (3.500, 0.845, 0.028)
H (3.481, 0.873, -1.678)
H (3.210, -0.662, -0.935)
H (1.160, 1.466, -0.294)
H (1.986, -0.531, 1.216)
H (1.083, -1.575, 0.001)
H (-0.315, -1.058, 2.022)
H (-0.340, 0.686, 1.584)
H (-1.514, -1.574, 0.132)
H (-0.938, -0.265, -0.665)
H (-2.194, -0.198, 0.530)
H (1.532, 0.377, -2.611)
H (0.014, 0.779, -2.170)
H (-4.493, -0.220, 0.887)
H (-4.264, 1.282, 1.124)
O (-3.886, 0.418, 1.290)



Values for relative energy (zero: lowest compared OMol25 entry of this formula, charge and spin), kcal/mol, ordered as above
77.4; 150.6; 11.8; 16.7; 169.7; 0.0; 55.8; 21.5
Values for maximum force, eV/Å, ordered as above
6.23; 4.60; 3.92; 0.74; 3.93; 1.97; 3.75; 2.03
Values for DFT total energy, eV, ordered as above
-61682.2431; -20617.0036; -68635.8800; -45954.6564; -14002.2200; -31016.6554; -10415.7763; -9412.7282